(1)
Entry from the Open Molecules 2025 dataset: a cluster of 6 separate species, C41H38Cl2FN6O10 in total (ωB97M-V/def2-TZVPD).

XYZ file:
```
98
Properties=species:S:1:pos:R:3:forces:R:3:lowdin_charge:R:1
C 4.636379 0.822068 -0.922111 0.315 0.942 1.247 -0.0748
C 3.912160 0.772256 0.503017 -1.538 -1.602 -0.244 -0.5778
Cl 4.467421 1.958249 1.802106 -0.852 -1.840 -2.188 0.6395
C 2.884667 -0.162748 0.774526 1.568 1.034 0.205 -0.5848
Cl 2.094493 -0.112205 2.439330 0.748 -0.458 -2.185 0.5783
C 2.326736 -1.253273 -0.236106 -2.040 0.282 -1.893 -0.0855
C 1.096096 -0.806647 -1.107479 1.053 -3.474 -0.824 0.0676
C 0.462112 -1.789804 -2.120084 3.061 -1.826 2.140 0.0148
C 1.062934 -3.225669 -2.199195 2.190 2.625 2.733 0.0440
C 2.269806 -3.546959 -1.294739 -1.933 2.088 -0.737 0.0426
N 2.881903 -2.598322 -0.365156 -3.097 1.551 -1.787 -0.0313
C 4.034254 -3.055691 0.460851 0.850 -1.665 1.201 -0.0781
C 5.340314 -3.485496 -0.372778 0.680 1.244 -0.259 -0.2582
C 5.521733 -2.757338 -1.783620 0.353 -1.082 -0.756 -0.0417
F 6.486021 -3.082537 0.445483 -1.910 -0.736 -1.011 -0.0770
H 5.192875 1.830512 -0.982465 -0.940 -1.634 0.017 0.0929
H 5.428132 0.001377 -0.930130 -1.215 1.085 -0.212 0.0711
H 3.886373 0.764953 -1.782629 1.077 -0.186 1.300 0.0934
H 0.645985 0.247373 -1.044914 1.049 -1.804 0.211 0.1332
H -0.421593 -1.563451 -2.805705 1.357 0.035 1.294 0.1039
H 0.695565 -4.048360 -2.903496 0.506 1.481 1.188 0.1280
H 2.734229 -4.584355 -1.328025 -0.582 1.670 0.178 0.1492
H 4.365592 -2.328935 1.274196 -0.795 -0.565 -1.422 0.1455
H 3.674293 -4.006542 1.016571 0.460 1.652 -0.841 0.1558
H 5.390086 -4.621689 -0.443317 0.009 1.598 -0.010 0.1497
H 6.078020 -1.762917 -1.748304 -0.803 -1.437 0.403 0.0790
H 4.555283 -2.595703 -2.379500 1.419 -0.331 1.073 0.0471
H 6.176155 -3.461437 -2.429686 -1.055 1.242 1.005 0.1092
C -3.757827 1.333544 2.248268 0.245 0.018 -0.125 -0.0767
C -4.133587 2.340464 1.363818 0.183 -0.205 -0.071 -0.0464
C -3.840365 2.223555 0.009962 -0.074 0.117 -0.029 0.0079
C -3.172490 1.088611 -0.449253 -0.153 0.017 0.718 -0.1507
C -2.786792 0.079985 0.433289 0.048 -0.080 0.029 -0.0047
C -3.082209 0.207668 1.785995 0.012 0.210 -0.164 -0.0564
N -2.883882 0.949236 -1.877180 -0.141 0.430 -0.245 -0.3397
O -3.219203 1.859705 -2.618616 0.277 -0.688 0.329 0.0872
O -2.323909 -0.077614 -2.251894 0.000 0.267 0.006 0.0108
H -3.993086 1.426385 3.302154 0.181 0.070 -0.209 0.1015
H -4.658731 3.216012 1.730754 0.050 -0.115 -0.093 0.1181
H -4.138859 3.015251 -0.668522 0.105 -0.224 -0.046 0.1222
H -2.262897 -0.803941 0.085405 -0.125 0.169 -0.116 0.1099
H -2.789790 -0.572210 2.480872 -0.061 0.073 -0.125 0.1104
C 1.131354 1.447957 -6.923127 0.045 -0.009 -0.013 -0.0572
C 0.821157 0.692784 -5.795490 0.201 -0.024 -0.063 -0.0581
C 1.769145 -0.166814 -5.250877 -0.058 0.029 0.030 -0.0079
C 3.028594 -0.259256 -5.841950 -0.560 0.482 -0.283 -0.1432
C 3.342564 0.488488 -6.975373 0.115 0.011 -0.058 0.0079
C 2.387063 1.343581 -7.514859 -0.110 -0.126 0.233 -0.0522
N 4.038123 -1.144236 -5.256896 0.557 -0.141 -0.176 -0.3299
O 3.720663 -1.801675 -4.270087 0.010 0.244 -0.311 0.0231
O 5.139785 -1.175961 -5.779984 -0.702 -0.046 0.435 0.0998
H 0.390689 2.122220 -7.342444 0.090 -0.099 0.052 0.1144
H -0.160137 0.777177 -5.339296 0.112 -0.040 -0.035 0.1095
H 1.515217 -0.749626 -4.372356 0.247 0.009 -0.157 0.0823
H 4.318186 0.418811 -7.444181 -0.093 -0.120 0.209 0.1241
H 2.621986 1.932372 -8.395198 0.016 -0.105 0.113 0.1151
C -6.809581 0.405549 8.218428 0.010 -0.006 -0.036 -0.0634
C -7.181708 1.413051 7.332956 0.130 -0.212 -0.056 -0.0602
C -6.885502 1.295148 5.979273 -0.039 0.089 -0.051 0.0007
C -6.218726 0.159251 5.521831 -0.159 0.096 0.808 -0.1445
C -5.836799 -0.849565 6.404782 0.055 -0.112 -0.002 -0.0009
C -6.134916 -0.721406 7.757162 -0.079 0.208 -0.148 -0.0611
N -5.926907 0.018814 4.093696 -0.153 -0.105 -0.354 -0.3387
O -6.259913 0.932990 3.349999 -0.036 -0.565 0.418 0.0554
O -5.369634 -1.005573 3.722504 -0.205 0.550 0.113 0.0731
H -7.047573 0.498610 9.273800 0.036 -0.009 -0.136 0.1120
H -7.706072 2.289738 7.698508 0.070 -0.098 -0.095 0.1120
H -7.181082 2.087155 5.299926 0.100 -0.231 -0.048 0.1198
H -5.313645 -1.734030 6.057820 -0.106 0.198 -0.132 0.1189
H -5.844907 -1.502001 8.452545 -0.019 0.075 -0.128 0.1114
C -5.941380 -1.072938 -5.092945 0.012 -0.048 -0.026 -0.0609
C -6.159905 -1.964059 -6.140244 0.216 -0.009 0.191 -0.0590
C -5.317122 -3.058066 -6.311759 -0.043 -0.046 -0.069 0.0035
C -4.259921 -3.251877 -5.423693 -0.524 0.640 0.078 -0.1453
C -4.032801 -2.359522 -4.378874 0.074 0.028 0.092 -0.0059
C -4.877632 -1.267930 -4.216975 -0.087 -0.119 -0.178 -0.0625
N -3.383380 -4.414761 -5.582791 0.232 -0.525 -0.255 -0.3460
O -3.599195 -5.166816 -6.520481 0.164 0.461 0.597 0.0860
O -2.484743 -4.568968 -4.763374 -0.311 0.105 -0.331 0.0450
H -6.603929 -0.223130 -4.958572 0.089 -0.105 -0.020 0.1116
H -6.989601 -1.807153 -6.821551 0.126 -0.063 0.062 0.1119
H -5.497861 -3.744781 -7.131447 0.181 -0.015 0.191 0.1219
H -3.210142 -2.500479 -3.686510 -0.106 -0.128 -0.179 0.1036
H -4.709596 -0.569752 -3.404234 0.018 -0.111 -0.118 0.0898
C 5.541126 4.254206 4.336132 -0.036 -0.021 0.065 -0.0851
C 6.038876 5.305742 5.099933 -0.146 -0.194 0.046 -0.0615
C 5.739605 5.384273 6.456164 0.037 0.049 0.032 0.0045
C 4.943160 4.399789 7.038577 0.206 -0.037 -0.876 -0.1412
C 4.435649 3.348771 6.277782 -0.054 -0.086 0.017 0.0019
C 4.737669 3.279737 4.921737 0.129 0.245 0.142 -0.0914
N 4.645823 4.464251 8.471831 -0.137 0.088 0.790 -0.3458
O 5.092302 5.410568 9.103740 -0.226 -0.504 -0.423 0.0804
O 3.971325 3.565632 8.954441 0.323 0.424 -0.327 0.0739
H 5.781698 4.193340 3.278521 -0.006 0.044 0.117 0.0850
H 6.663414 6.063315 4.638064 -0.080 -0.073 0.106 0.1109
H 6.133693 6.208648 7.040289 -0.148 -0.211 0.089 0.1221
H 3.811262 2.581577 6.722640 0.125 0.215 0.133 0.1194
H 4.349788 2.463467 4.320794 0.012 0.102 0.244 0.0420
```
Positions in Å, forces in eV/Å.

Summary:
molar mass = 864.7 u
HOMO-LUMO gap = 6.9 eV
charge = +1
calculated total energy = -100286.44260 eV

(2)
Entry from the Open Molecules 2025 dataset: a structure of composition C7H19AgBINO3Si2 (ωB97M-V/def2-TZVPD).

XYZ file:
```
35
Properties=species:S:1:pos:R:3:forces:R:3:lowdin_spin:R:1
C -4.859856 1.437135 -1.787439 0.478 0.337 -0.246 0.0000
B -3.566848 1.846568 -0.855814 -2.928 2.861 0.773 0.0000
O -3.620944 3.063703 0.025046 1.133 -0.989 -3.393 0.0000
Si -1.864423 0.879178 -0.812908 -0.748 -2.008 -2.871 0.0000
I -0.119445 2.618227 -1.362613 0.395 0.162 0.218 0.0001
O -1.838334 -0.242084 -2.165917 0.924 -0.004 3.425 0.0001
Si -1.443646 -1.881606 -1.672136 0.416 -0.004 -0.898 0.0001
C 0.023738 -2.034505 -0.435384 1.614 -0.743 0.577 0.0002
C 1.512993 -1.793660 -1.143052 -0.115 0.253 0.992 0.0047
C 2.657314 -1.871072 0.057834 -0.344 0.247 0.274 0.0159
C 2.746177 -0.383392 0.806068 -1.110 -0.496 -1.772 0.0129
N 3.363274 -0.529934 2.184116 1.150 4.003 0.764 0.2051
C 3.062217 0.717418 2.985432 0.864 2.129 0.797 -0.0188
C 1.503181 0.879589 3.564267 0.490 0.391 -0.201 0.0455
O 3.966913 1.678945 3.271159 -4.185 -5.611 -1.580 0.7211
H -5.813422 1.171099 -1.136151 1.986 0.482 -1.411 0.0000
H -4.535614 0.578949 -2.514051 -1.039 1.492 1.345 0.0000
H -5.126710 2.404025 -2.433497 0.418 -2.009 1.354 0.0000
H -3.332575 3.829250 -0.585254 -0.841 -1.359 1.584 0.0000
H -1.622434 0.228815 0.473656 0.588 0.047 0.216 0.0000
H -2.614546 -2.655814 -1.194024 -0.002 0.539 0.221 0.0001
H -1.010323 -2.583839 -2.908076 0.028 0.311 0.135 0.0000
H 0.037454 -3.171684 -0.073429 -0.224 2.378 -0.693 0.0000
H -0.060006 -1.380320 0.530723 0.137 -1.234 -1.725 0.0000
H 1.527873 -0.713006 -1.642395 0.159 -2.360 0.851 0.0001
H 1.749554 -2.638998 -1.924312 -0.595 1.865 1.471 0.0011
H 3.697220 -2.222120 -0.368176 -2.058 0.847 0.989 -0.0002
H 2.281117 -2.620645 0.895879 0.899 1.438 -1.868 -0.0002
H 3.368668 0.400402 0.165308 -1.345 -1.705 1.324 0.0076
H 1.626541 -0.012068 0.916761 2.472 -0.676 -0.126 0.0001
H 4.415615 -0.611854 2.090127 -1.290 -0.018 0.156 -0.0009
H 0.717299 1.038183 2.692263 1.978 -0.302 1.614 0.0012
H 1.243966 -0.129826 4.099439 0.727 1.972 -0.903 0.0053
H 1.472918 1.822048 4.271326 0.107 -2.121 -1.389 -0.0012
Ag 0.455096 2.882892 -4.014778 -0.141 -0.117 -0.004 0.0000
```
Positions in Å, forces in eV/Å.

Summary:
molar mass = 467.0 u
expectation value of S² = 0.768
HOMO-LUMO gap (spin up / spin down) = 7.2 / 4.0 eV
charge = +2
2S+1 = 2
calculated total energy = -43711.87140 eV

(3)
Entry from the Open Molecules 2025 dataset: a cluster of 7 separate species, C33H28O17 in total (ωB97M-V/def2-TZVPD).

XYZ file:
```
78
Properties=species:S:1:pos:R:3:forces:R:3:lowdin_charge:R:1
C 3.984726 -2.931047 -2.690733 0.460 0.575 -0.288 -0.0015
C 4.249700 -3.713655 -3.715224 -0.696 -1.526 0.154 0.0171
C 3.814583 -3.389164 -5.089880 -0.376 0.176 0.147 -0.4069
O 3.423697 -4.195553 -5.903640 0.501 -0.537 0.062 0.1105
C 3.640517 -1.968722 -5.383301 -0.464 2.431 1.105 0.0309
C 3.391211 -1.090592 -4.350630 -0.180 -1.083 -1.201 0.0561
C 3.610783 -1.538213 -2.943397 1.255 0.762 1.279 -0.3910
O 3.797377 -0.781625 -1.989573 -0.886 0.133 -1.247 0.0795
H 4.303039 -3.160809 -1.679746 -0.419 -0.113 -0.009 0.1296
H 4.495172 -4.722094 -3.453551 0.549 -0.596 -0.483 0.1156
H 3.598568 -1.704915 -6.451459 -0.227 0.008 0.677 0.1281
H 3.002447 -0.074468 -4.464105 0.465 -0.239 -0.161 0.1043
C -1.445384 -4.889694 1.975556 0.320 2.321 -0.580 0.0270
C -1.771640 -6.142100 1.725156 -0.016 0.099 0.204 0.0141
C -2.392659 -6.870637 2.812316 -1.056 -3.985 1.404 -0.3797
O -2.411614 -8.113835 2.794560 0.101 1.438 -0.691 0.0749
C -2.860497 -6.279008 4.085438 1.180 2.421 -1.035 0.0252
C -2.593788 -4.966213 4.228838 -0.679 -0.260 0.216 0.0297
C -2.099708 -4.109919 3.082191 -0.771 -0.117 1.234 -0.3371
O -2.336684 -2.904810 3.091157 0.978 -1.647 -0.540 0.0893
H -0.794405 -4.270573 1.354864 -0.310 -0.302 -0.218 0.1092
H -1.530699 -6.725277 0.846226 0.319 0.119 0.078 0.1316
H -3.263330 -6.907507 4.857885 -0.087 -0.223 -0.029 0.1199
H -2.849114 -4.450615 5.147346 0.043 0.187 -0.085 0.1162
C 4.119502 3.939095 -3.135881 0.702 -0.600 -0.302 0.0155
C 4.482785 4.885504 -2.277369 -0.018 -0.501 0.725 0.0338
C 3.488710 5.417522 -1.293217 -0.504 1.000 0.165 -0.3901
O 3.826841 6.273952 -0.505521 0.279 -0.041 0.316 0.0990
C 2.050340 5.021288 -1.391018 0.335 -0.597 -0.404 0.0095
C 1.762401 4.063942 -2.262737 1.048 0.409 -0.324 0.0020
C 2.795449 3.321815 -3.046031 -0.884 0.020 0.491 -0.3728
O 2.544313 2.219575 -3.500506 0.193 0.469 -0.147 0.0867
H 4.789564 3.411615 -3.810111 0.162 0.285 0.101 0.1269
H 5.521019 5.184642 -2.085180 -0.525 0.130 -0.419 0.1329
H 1.250456 5.452991 -0.777903 0.763 0.205 -0.181 0.1322
H 0.778442 3.813022 -2.482435 -1.693 -0.753 -0.154 0.0992
C -0.504332 -1.661330 -0.272716 0.970 -0.663 -1.176 0.0162
C -0.996304 -0.802463 0.562850 -1.191 0.283 2.573 0.0132
C -0.622194 0.593474 0.520228 0.293 1.950 -0.337 -0.3652
O -1.205183 1.489726 1.120629 0.047 -0.816 0.254 0.0875
C 0.437849 1.019528 -0.433947 -0.714 0.663 0.161 0.0398
C 0.881168 0.171148 -1.351075 1.035 -0.150 0.539 0.0301
C 0.477426 -1.234069 -1.285150 -1.151 -1.191 -2.308 -0.3382
O 0.713488 -1.998221 -2.230228 0.364 0.705 1.209 0.0916
H -0.885391 -2.655297 -0.337794 0.116 -0.684 0.030 0.1071
H -1.653599 -1.126102 1.369887 -0.278 0.204 -0.302 0.1184
H 0.584548 2.109761 -0.374229 0.421 -0.660 -0.315 0.1185
H 1.615639 0.370825 -2.108183 0.065 0.480 -0.231 0.0887
C -2.081434 4.478415 3.233042 -0.323 -0.753 1.334 -0.1092
C -3.178153 3.943565 2.323779 0.022 -0.490 0.841 -0.1120
O -4.401701 4.303491 2.984879 0.869 0.679 -0.126 0.0644
C -4.091545 5.213505 3.954789 -0.533 -0.761 -0.542 -0.6082
O -4.897092 5.833208 4.538603 -1.160 0.842 0.853 0.1787
O -2.786968 5.287586 4.184743 0.867 0.008 -0.346 0.0707
H -1.393997 5.102825 2.721139 0.812 0.445 -0.406 0.1098
H -1.576201 3.674898 3.811671 -0.137 0.511 -0.546 0.1393
H -3.130150 2.870017 2.363337 -0.025 -0.388 -0.795 0.1115
H -3.094615 4.384694 1.340638 -0.371 -0.164 -0.323 0.1297
C 2.288052 4.169474 2.845725 -1.466 0.177 0.832 -0.1187
C 2.962446 2.885114 3.295844 -1.240 0.875 3.445 -0.1769
O 3.696997 2.479152 2.258559 1.823 -0.846 -3.769 0.0974
C 3.197612 3.006841 1.125179 -1.990 0.221 -0.212 -0.4867
O 3.372060 2.658440 0.004645 0.743 0.108 0.352 0.1821
O 2.216119 3.947926 1.467273 1.612 -0.641 -1.457 0.0240
H 2.743482 5.111931 3.105587 0.714 0.220 -0.144 0.1301
H 1.233875 4.266185 3.144718 0.399 -0.291 0.439 0.1261
H 2.197351 2.168677 3.549717 -0.376 -0.546 -0.021 0.1326
H 3.656623 2.904510 4.121814 -0.147 0.630 0.622 0.1395
C -5.654807 -2.774959 -2.045945 -3.061 0.318 0.006 -0.0898
C -4.690902 -3.854547 -1.799919 1.552 -0.951 -0.129 -0.1736
O -4.296972 -3.634166 -0.465569 -0.573 0.752 1.575 0.0230
C -5.318867 -2.941563 0.189548 0.051 -0.922 -2.823 -0.5742
O -5.392217 -2.754623 1.327098 0.309 0.326 2.831 0.2041
O -6.269521 -2.561538 -0.699978 1.415 -0.187 -1.572 0.0579
H -6.507787 -3.078452 -2.703174 0.849 0.421 0.400 0.1463
H -5.196769 -1.851942 -2.400529 -0.080 0.023 0.191 0.1323
H -3.785150 -3.724905 -2.390944 -0.102 -0.195 -0.288 0.1341
H -5.035012 -4.894630 -1.884963 -0.288 0.390 -0.179 0.1408
```
Positions in Å, forces in eV/Å.

Summary:
molar mass = 696.6 u
HOMO-LUMO gap = 8.4 eV
SMILES = O=C1C=CC(=O)C=C1.O=C1C=CC(=O)C=C1.O=C1C=CC(=O)C=C1.O=C1C=CC(=O)C=C1.O=C1OCCO1.O=C1OCCO1.O=C1OCCO1
calculated total energy = -69475.68690 eV